{"formula": "C13H10BrIrNO5", "method": "wB97M-V/def2-TZVPD", "species": ["Ir", "O", "C", "O", "C", "C", "C", "C", "C", "N", "H", "H", "H", "H", "O", "H", "H", "Br", "C", "C", "C", "C", "C", "C", "C", "O", "O", "H", "H", "H", "H"], "positions_angstrom": [[-0.1076, 1.0841, -0.0490], [3.4594, 2.5685, -0.2934], [2.2988, 2.4567, -0.1394], [1.7070, 1.1682, -0.0093], [1.2864, 3.5438, -0.0316], [1.6241, 4.8762, -0.0170], [0.6012, 5.8090, 0.1194], [-0.7061, 5.3676, 0.2384], [-0.9723, 4.0078, 0.2093], [0.0103, 3.1152, 0.0696], [2.6641, 5.1589, -0.1070], [0.8255, 6.8669, 0.1380], [-1.5236, 6.0641, 0.3572], [-1.9774, 3.6230, 0.3136], [-2.0700, 0.8795, -0.2487], [-2.2824, -0.1684, -0.1999], [-2.5932, 1.3260, -0.9304], [-2.1566, -6.9110, 0.2462], [-0.9102, -5.5977, 0.1441], [0.4702, -5.9383, 0.1337], [1.3939, -4.9352, 0.0555], [0.9701, -3.5935, -0.0139], [-0.3972, -3.2539, -0.0037], [-1.3414, -4.2401, 0.0748], [-0.8397, -1.8175, -0.0764], [-2.0513, -1.5603, -0.0497], [0.0986, -0.9579, -0.1731], [0.7625, -6.9782, 0.1877], [2.4506, -5.1636, 0.0463], [1.7029, -2.7994, -0.0768], [-2.3964, -4.0004, 0.0854]], "atomic_forces_ev_per_a": [[0.0, 0.0, 0.3], [-0.1, -0.1, 0.0], [0.2, 0.2, 0.0], [-0.2, 0.0, -0.2], [-0.2, 0.0, 0.0], [0.0, -0.1, 0.0], [0.0, 0.0, 0.0], [0.0, 0.0, 0.0], [0.1, 0.0, 0.0], [0.1, 0.1, -0.1], [0.0, 0.0, 0.0], [0.0, 0.0, 0.0], [0.0, 0.0, 0.0], [0.0, 0.0, 0.0], [0.2, -0.2, -0.4], [0.1, -0.4, 0.1], [-0.1, 0.3, 0.2], [0.0, 0.0, 0.0], [0.0, 0.0, 0.0], [0.0, 0.0, 0.0], [0.0, 0.0, 0.0], [0.0, 0.0, 0.0], [-0.1, 0.0, 0.0], [0.0, 0.0, 0.0], [0.3, 0.2, -0.1], [-0.3, 0.2, 0.0], [0.0, -0.2, 0.2], [0.0, 0.0, 0.0], [0.0, 0.0, 0.0], [0.0, 0.0, 0.0], [0.0, 0.0, 0.0]], "e_above_lowest_kj_mol": 39.5, "total_energy_ev": -98234.203, "fmax_ev_per_a": 0.524, "multiplicity": 2, "homo_energy_ev": [-16.5, -16.5], "charge": 2, "e_lumo_ha": [-0.3457, -0.3811], "orbital_gap_ev": [7.048, 6.121]}